a | Entry from the Open Molecules 2025 dataset: 2 unconnected molecules or ions with the total composition C3H10N (wB97M-V/def2-TZVPD).

XYZ file:
```
14
C3H10N | the Open Molecules 2025 dataset | wB97M-V/def2-TZVPD
N 1.69863 1.02683 1.17710
H 1.45261 1.02247 2.16771
H 1.47008 1.92114 0.75017
H 2.68845 0.79050 1.10328
H 1.13453 0.26992 0.71180
C -1.49088 -0.00664 -1.46464
C -1.14124 -0.57065 -0.13071
C -0.02571 -1.24220 0.12112
H -0.64248 -0.03753 -2.15224
H -2.30707 -0.59217 -1.89972
H -1.83992 1.01945 -1.39879
H -1.88091 -0.46417 0.65398
H 0.21764 -1.73866 1.05756
H 0.66626 -1.39828 -0.69661
```

The spin multiplicity is 1. As for the total charge: +1. Its LUMO energy is -4.01 eV. The value obtained for the HOMO-LUMO gap is 10.13 eV. The highest occupied orbital energy is -14.142 eV.

Calculated atomic charges, method Löwdin, unit e: number 1, N, carries 0.3121; number 2, H, carries 0.1583; number 3, H, carries 0.1561; number 4, H, carries 0.1582; number 5, H, carries 0.0778; number 6, C, carries -0.0883; number 7, C, carries -0.2163; number 8, C, carries -0.0699; number 9, H, carries 0.0810; number 10, H, carries 0.0957; number 11, H, carries 0.0779; number 12, H, carries 0.1093; number 13, H, carries 0.0739; number 14, H, carries 0.0741


b | Entry from the Open Molecules 2025 dataset: 2 unconnected molecules or ions with the total composition C3H10N (wB97M-V/def2-TZVPD).

XYZ file:
```
14
C3H10N | the Open Molecules 2025 dataset | wB97M-V/def2-TZVPD
C -1.82872 1.31116 2.86881
H -1.15216 1.87871 2.24951
H -1.80035 1.43345 3.95699
H -1.55558 0.24840 2.77612
H -2.88069 1.30305 2.65634
C -0.06857 -0.47416 -1.77113
C 2.18512 -1.25127 -1.30512
N 1.40742 -0.24891 -1.58161
H -0.60671 0.26981 -1.19187
H -0.30180 -1.50280 -1.50703
H -0.30533 -0.33639 -2.81962
H 1.78599 -1.89836 -0.52486
H 3.19032 -1.19493 -1.71254
H 1.93106 0.46225 -2.09399
```

The spin multiplicity is 1. As for the total charge: +1. Its LUMO energy is -6.07 eV. The value obtained for the HOMO-LUMO gap is 9.20 eV. The highest occupied orbital energy is -15.268 eV.

Calculated atomic charges, method Löwdin, unit e: number 1, C, carries -0.0526; number 2, H, carries 0.0077; number 3, H, carries 0.0262; number 4, H, carries 0.0099; number 5, H, carries 0.0089; number 6, C, carries 0.0275; number 7, C, carries 0.1980; number 8, N, carries 0.0182; number 9, H, carries 0.1015; number 10, H, carries 0.1046; number 11, H, carries 0.1100; number 12, H, carries 0.1365; number 13, H, carries 0.1320; number 14, H, carries 0.1716


c | Entry from the Open Molecules 2025 dataset: 2 unconnected molecules or ions with the total composition C3H10N (wB97M-V/def2-TZVPD).

XYZ file:
```
14
C3H10N | the Open Molecules 2025 dataset | wB97M-V/def2-TZVPD
C 1.62460 1.67865 -2.67614
C 0.91410 1.70191 -1.58459
C -0.92418 -1.42878 0.70990
N -0.96675 -0.96327 2.19095
H 2.58904 1.34458 -2.69847
H -0.20929 -0.83632 0.18287
H 1.27050 2.25187 -3.58514
H -0.04362 2.16570 -1.68748
H 1.24278 1.36316 -0.61521
H -0.50490 -2.45126 0.54983
H -1.83804 -1.12579 0.14853
H 0.08700 -0.89732 2.44843
H -1.40653 -1.65033 2.85158
H -1.39396 0.02323 2.21515
```

The spin multiplicity is 1. As for the total charge: +1. Its LUMO energy is -4.33 eV. The value obtained for the HOMO-LUMO gap is 8.76 eV. The highest occupied orbital energy is -13.085 eV.

Calculated atomic charges, method Löwdin, unit e: number 1, C, carries -0.0634; number 2, C, carries -0.1050; number 3, C, carries -0.0155; number 4, N, carries 0.1273; number 5, H, carries 0.0176; number 6, H, carries 0.0587; number 7, H, carries 0.0899; number 8, H, carries 0.0379; number 9, H, carries 0.0334; number 10, H, carries 0.1211; number 11, H, carries 0.1161; number 12, H, carries 0.2019; number 13, H, carries 0.1799; number 14, H, carries 0.1999


Which is most stable? The ranking, best first, is a, b, c.


a | Entry from the Open Molecules 2025 dataset: C21H28N4O4 in the gas phase (wB97M-V/def2-TZVPD).

XYZ file:
```
57
C21H28N4O4 | the Open Molecules 2025 dataset | wB97M-V/def2-TZVPD
C 1.06267 3.62288 1.97899
O 1.19686 4.19754 0.70445
C 2.49142 4.71059 0.46405
C 2.58211 5.23384 -0.96983
C 2.41343 4.06945 -1.93749
O 3.36468 3.35917 -2.20961
N 1.19371 3.86285 -2.48135
C -0.03826 4.53725 -2.11819
C -1.19813 3.53511 -2.07743
C -0.66292 2.21332 -1.52729
O -1.77205 1.37215 -1.25628
C -1.65280 0.34602 -0.38068
C -0.48966 -0.01626 0.29488
C -0.49817 -1.08637 1.17106
C -1.65909 -1.81596 1.39747
C -1.73241 -2.96993 2.33098
O -2.76012 -3.29943 2.89318
N -0.56110 -3.63920 2.52125
C -0.53021 -4.85928 3.29260
C -1.13257 -6.04256 2.51095
N -0.45972 -6.21891 1.25629
C -0.76090 -5.63037 0.08060
C 0.21120 -6.00968 -0.81590
C 1.06861 -6.83169 -0.07247
N 0.65311 -6.94110 1.17460
C -2.82640 -1.43716 0.73391
C -2.82455 -0.38117 -0.14609
C 0.28751 1.59241 -2.56547
C 1.00484 2.70916 -3.33772
H 1.25264 4.35980 2.76853
H 1.75582 2.78273 2.11007
H 0.03756 3.26470 2.05705
H 2.70897 5.52041 1.17810
H 3.23958 3.91645 0.60545
H 3.58906 5.62623 -1.11679
H 1.86143 6.03038 -1.13769
H 0.07080 4.97031 -1.12576
H -0.25395 5.33415 -2.84200
H -1.62771 3.36641 -3.06504
H -1.98822 3.91097 -1.42824
H -0.12446 2.43601 -0.59734
H 0.43023 0.52774 0.15091
H 0.41253 -1.32689 1.70070
H 0.19868 -3.47921 1.88017
H -1.12494 -4.70136 4.19505
H 0.50445 -5.07737 3.56094
H -2.18998 -5.84267 2.32512
H -1.02347 -6.95839 3.09432
H -1.62619 -5.00802 -0.03345
H 0.29122 -5.74138 -1.84913
H 1.95519 -7.34070 -0.39432
H -3.73181 -1.99203 0.92795
H -3.72104 -0.08580 -0.66772
H -0.29596 0.97815 -3.25319
H 1.01861 0.95038 -2.07417
H 1.98851 2.37634 -3.67071
H 0.42138 3.01999 -4.20825
```

The spin multiplicity is 1. As for the total charge: 0. Its LUMO energy is 0.61 eV. The value obtained for the HOMO-LUMO gap is 9.37 eV. The highest occupied orbital energy is -8.759 eV.

Calculated atomic charges, method Löwdin, unit e: number 1, C, carries -0.1024; number 2, O, carries -0.2189; number 3, C, carries -0.2143; number 4, C, carries -0.0633; number 5, C, carries -0.4573; number 6, O, carries 0.0546; number 7, N, carries -0.0495; number 8, C, carries -0.1371; number 9, C, carries -0.0911; number 10, C, carries -0.3155; number 11, O, carries -0.0047; number 12, C, carries -0.2481; number 13, C, carries -0.0043; number 14, C, carries -0.0225; number 15, C, carries -0.1497; number 16, C, carries -0.4652; number 17, O, carries 0.0678; number 18, N, carries 0.0627; number 19, C, carries -0.1505; number 20, C, carries -0.1139; number 21, N, carries -0.1839; number 22, C, carries -0.0865; number 23, C, carries -0.0744; number 24, C, carries -0.1678; number 25, N, carries 0.0700; number 26, C, carries -0.0095; number 27, C, carries 0.0127; number 28, C, carries -0.0773; number 29, C, carries -0.1254; number 30, H, carries 0.0906; number 31, H, carries 0.0929; number 32, H, carries 0.0900; number 33, H, carries 0.1282; number 34, H, carries 0.1323; number 35, H, carries 0.1285; number 36, H, carries 0.1123; number 37, H, carries 0.1042; number 38, H, carries 0.1300; number 39, H, carries 0.1225; number 40, H, carries 0.1268; number 41, H, carries 0.1346; number 42, H, carries 0.1051; number 43, H, carries 0.1134; number 44, H, carries 0.1295; number 45, H, carries 0.1227; number 46, H, carries 0.1216; number 47, H, carries 0.1242; number 48, H, carries 0.1252; number 49, H, carries 0.1193; number 50, H, carries 0.0850; number 51, H, carries 0.0937; number 52, H, carries 0.1201; number 53, H, carries 0.1202; number 54, H, carries 0.1294; number 55, H, carries 0.1136; number 56, H, carries 0.1219; number 57, H, carries 0.1279


b | Entry from the Open Molecules 2025 dataset: a molecular structure, C21H28N4O4 (wB97M-V/def2-TZVPD).

XYZ file:
```
57
C21H28N4O4 | the Open Molecules 2025 dataset | wB97M-V/def2-TZVPD
C 6.54164 3.33154 -0.18898
H 7.06266 2.49534 -0.86225
O 5.54052 3.00800 0.46133
C 5.75591 1.88029 1.39553
H 6.56909 2.04368 1.90344
C 6.02766 0.47401 0.85900
O 7.00654 -0.14095 1.32871
N 5.23197 0.07892 -0.25192
C 3.95291 0.68664 -0.65146
H 4.23189 1.35526 -1.35318
C 2.98300 -0.21044 -1.05093
H 1.92052 0.08058 -1.16671
H 3.29922 -0.87986 -2.20776
C 3.15985 -1.56836 -0.14524
C 4.52700 -2.29298 -0.45468
C 5.49313 -1.24950 -0.61662
H 5.60789 -1.25262 -1.77664
H 6.52658 -1.55694 -0.33216
H 4.93565 -2.63082 0.55151
H 4.45623 -3.01159 -0.96724
O 2.16086 -2.65314 -0.66171
C 0.77508 -2.43629 -0.08453
C 0.32971 -1.40832 0.59577
C -1.08522 -1.47038 0.98373
C -1.85444 -2.34529 0.06900
C -1.20042 -3.51293 -0.46186
C 0.07332 -3.72815 -0.73170
H 0.54535 -4.16520 -1.35370
H -2.00817 -4.35606 -0.70673
C -3.28424 -2.61848 0.64533
O -3.93398 -3.51204 0.45821
N -3.93229 -1.42984 0.77694
H -3.38822 -0.48782 0.80163
C -5.35026 -1.41133 1.05883
C -5.84675 -0.04812 0.54372
N -4.93235 1.19044 0.24504
N -5.69859 2.01188 -0.38773
C -7.04654 1.73433 0.10436
C -7.15751 0.47201 0.34321
H -8.14561 -0.01061 0.59856
C -8.00916 2.60550 -0.41945
H -8.17348 3.66540 0.25694
H -8.06201 2.91556 -1.59713
H -9.12169 2.09821 -0.42420
C -5.22196 3.28485 -0.73206
H -5.22040 3.36482 -1.71308
H -3.95647 2.99629 -0.53179
H -5.30720 3.91845 -0.00447
H -5.55379 -1.26135 2.04607
H -5.94349 -2.06004 0.62430
H -1.39174 -0.68923 1.39247
H 0.96924 -0.69116 0.90314
H 3.15823 -1.30974 0.76655
H 3.62198 1.10457 0.38574
H 4.93317 1.72118 2.17142
H 6.17274 4.20516 -0.73461
H 7.25646 3.67668 0.30007
```

The spin multiplicity is 1. As for the total charge: 0. Its LUMO energy is 0.07 eV. The value obtained for the HOMO-LUMO gap is 8.12 eV. The highest occupied orbital energy is -8.048 eV.

Calculated atomic charges, method Löwdin, unit e: number 1, C, carries -0.2544; number 2, H, carries 0.1530; number 3, O, carries -0.1160; number 4, C, carries -0.0501; number 5, H, carries 0.0620; number 6, C, carries -0.3617; number 7, O, carries 0.0462; number 8, N, carries -0.0213; number 9, C, carries -0.1973; number 10, H, carries 0.0992; number 11, C, carries -0.1122; number 12, H, carries 0.1207; number 13, H, carries 0.2213; number 14, C, carries -0.1692; number 15, C, carries -0.0966; number 16, C, carries -0.2457; number 17, H, carries 0.1529; number 18, H, carries 0.1400; number 19, H, carries 0.1583; number 20, H, carries 0.0095; number 21, O, carries -0.0853; number 22, C, carries -0.1081; number 23, C, carries -0.0327; number 24, C, carries 0.0754; number 25, C, carries -0.0494; number 26, C, carries -0.0787; number 27, C, carries 0.0911; number 28, H, carries 0.0021; number 29, H, carries 0.1576; number 30, C, carries -0.5466; number 31, O, carries 0.1491; number 32, N, carries 0.0486; number 33, H, carries 0.1553; number 34, C, carries -0.1133; number 35, C, carries -0.0790; number 36, N, carries 0.0880; number 37, N, carries -0.2100; number 38, C, carries -0.3820; number 39, C, carries -0.0447; number 40, H, carries 0.1458; number 41, C, carries -0.1193; number 42, H, carries 0.1359; number 43, H, carries 0.1274; number 44, H, carries 0.1156; number 45, C, carries -0.0164; number 46, H, carries 0.0393; number 47, H, carries 0.1805; number 48, H, carries 0.0295; number 49, H, carries 0.0946; number 50, H, carries 0.0759; number 51, H, carries 0.0152; number 52, H, carries 0.0735; number 53, H, carries 0.0620; number 54, H, carries 0.1710; number 55, H, carries 0.1636; number 56, H, carries 0.1208; number 57, H, carries 0.0089


Which is most stable? The ranking, best first, is a, b.